(1)
C5H8S | wB97M-V/def2-TZVPD

XYZ file:
```
14
Properties=species:S:1:pos:R:3:forces:R:3:nbo_charge:R:1
C 1.832409 0.796835 0.023425 -0.530 0.793 0.366 -0.353
C -0.220095 -0.707443 0.446427 0.494 1.379 -0.346 -0.119
C 2.100658 -0.456621 -0.238720 2.065 -1.347 0.613 -0.212
C 1.001700 -1.409013 -0.072069 -0.776 -1.908 -1.729 -0.490
C -1.418121 -1.071492 0.855482 -0.949 -1.888 -0.744 -0.434
S 0.121683 1.049324 0.456712 0.505 0.133 -0.104 0.258
H 2.522512 1.623306 0.086054 -0.038 0.075 -0.238 0.237
H 3.077214 -0.963614 -0.438695 -0.660 1.171 0.025 0.222
H 0.448892 3.434050 -2.133045 1.299 -1.684 0.774 0.005
H 1.253146 -2.266886 0.576538 0.062 0.254 -0.382 0.241
H 0.909589 -1.808328 -1.170908 -0.658 0.204 1.933 0.237
H -1.776320 -2.131602 0.831649 0.541 1.016 0.102 0.206
H -2.186844 -0.320943 0.946317 -0.063 0.075 0.561 0.209
H 0.907271 2.815645 -1.847111 -1.291 1.726 -0.832 -0.008
```
Positions in Å, forces in eV/Å.

Summary:
* HOMO-LUMO gap: 8.858 eV
* highest occupied orbital energy: -7.8 eV
* net charge: 0
* relative energy (zero: lowest compared OMol25 entry of this formula, charge and spin): 51.3 kcal per mole

***

(2)
C24H33BCl36 | wB97M-V/def2-TZVPD

XYZ file:
```
94
Properties=species:S:1:pos:R:3:forces:R:3:lowdin_charge:R:1
C 0.478364 3.392672 -3.273292 -0.468 0.518 -0.450 -0.149
C -0.798573 2.733705 -4.112519 0.823 -0.846 0.490 -0.246
C -1.848659 1.928108 -3.090529 0.305 0.590 -0.490 -0.209
C -3.280740 2.711496 -2.906845 -0.405 -0.203 0.879 -0.240
C -4.477641 1.722577 -2.287831 0.338 0.146 -0.246 -0.204
C -4.191756 1.362032 -0.706128 0.840 -0.163 -0.911 -0.224
C -5.238503 0.282600 -0.050668 -0.121 0.128 0.252 -0.223
C -5.395036 -1.116006 -0.943286 0.522 0.544 0.788 -0.188
C -3.994634 -2.001929 -0.719432 -1.658 0.522 -1.074 -0.184
C -3.070648 -1.733843 -2.046531 -0.532 -0.641 -0.499 -0.216
C -1.646254 -2.543830 -2.080507 0.713 0.262 -0.982 -0.180
B -1.223745 -3.276808 -0.670929 -0.165 1.291 0.233 -0.127
C -0.895787 -2.535733 0.760536 0.462 0.621 0.298 -0.317
C -0.881531 -0.897211 0.708613 -0.637 0.246 1.171 -0.107
C 0.519458 -3.096150 1.452303 -1.405 -0.456 0.736 -0.217
C 0.303987 -3.004826 3.095801 0.106 0.381 0.221 -0.143
H 1.298001 3.738920 -4.058217 -1.627 -0.726 1.797 0.074
H 0.947163 2.620851 -2.508539 -1.014 1.528 -1.726 0.073
H 0.123509 4.349166 -2.664505 0.766 -2.040 -1.245 0.079
H -1.354730 3.506954 -4.793687 1.084 -1.328 1.458 0.078
H -0.313596 1.931807 -4.839577 -1.101 1.650 1.452 0.104
H -1.953500 0.843194 -3.573468 -0.099 2.293 1.358 0.112
H -1.346647 1.887646 -2.024289 -0.906 -0.283 -2.180 0.104
H -3.610605 3.211242 -3.912583 0.529 -1.202 1.924 0.064
H -3.150769 3.575931 -2.104752 -0.079 -1.600 -1.781 0.103
H -4.472529 0.768207 -2.994521 -0.257 1.907 1.666 0.099
H -5.540002 2.243226 -2.327299 2.190 -0.996 -0.194 0.114
H -4.134260 2.389794 -0.134071 -0.410 -2.234 -1.069 0.051
H -3.086199 0.915710 -0.666857 -2.341 0.844 0.128 0.094
H -4.818621 -0.009540 1.024632 -1.026 0.511 -2.557 0.030
H -6.294334 0.791999 0.168804 2.206 -1.040 -0.755 0.106
H -5.538227 -0.907673 -2.094260 0.197 -0.329 2.393 0.098
H -6.341814 -1.679672 -0.547175 1.860 0.961 -0.742 0.105
H -3.543760 -1.618483 0.289916 -0.565 -1.047 -1.991 0.092
H -4.354738 -3.134728 -0.682540 1.231 2.274 0.104 0.131
H -2.911661 -0.587512 -2.236558 -0.284 -2.310 0.637 0.064
H -3.706293 -2.127806 -2.977000 1.274 0.914 2.032 0.128
H -1.629176 -3.370057 -2.936085 -0.259 1.843 1.716 0.104
H -0.816475 -1.752311 -2.412126 -1.549 -1.635 0.797 0.093
H -1.183219 -4.473866 -0.667399 0.071 -0.007 0.043 0.060
H -1.745680 -2.846416 1.526687 1.600 0.409 -1.610 0.126
H 0.149660 -0.509086 1.106937 -1.892 -0.561 -0.971 0.075
H -1.701124 -0.493666 1.476678 1.790 -0.685 -1.668 0.059
H -1.157542 -0.427361 -0.327114 0.731 -0.999 1.829 0.062
H 0.601842 -4.232484 1.152713 0.129 2.248 0.643 0.108
H 1.463518 -2.496332 1.104686 -1.866 -1.158 0.599 0.093
H 1.137143 -3.581436 3.686895 -1.612 1.006 -1.189 0.069
H -0.765469 -3.435199 3.398581 2.416 0.801 -0.729 0.084
H 0.340226 -1.882156 3.495608 -0.105 -2.331 -1.059 0.082
C 3.818517 -1.809394 -1.645530 -0.026 -0.057 -0.080 -1.976
Cl 4.602234 -1.427167 -0.091687 -0.924 -0.421 -0.827 0.424
Cl 4.824493 -1.199958 -2.983898 -0.240 -0.111 0.393 0.500
Cl 3.632536 -3.574780 -1.798451 0.037 0.415 0.066 0.525
Cl 2.214811 -1.035648 -1.707986 0.336 -0.179 0.045 0.531
C -4.242195 2.456817 3.182809 0.023 0.011 -0.008 -1.958
Cl -3.192425 3.327339 2.036113 -0.116 -0.086 0.497 0.540
Cl -5.947509 2.692628 2.723545 0.403 -0.066 0.109 0.535
Cl -3.851452 0.718895 3.143951 0.254 0.597 0.125 0.515
Cl -3.977313 3.088455 4.827597 -0.058 -0.161 -0.441 0.513
C 8.044209 -3.442777 1.219591 0.170 0.024 -0.109 -1.969
Cl 6.789571 -4.098739 2.301412 -0.039 0.765 -0.377 0.483
Cl 9.355189 -4.635731 1.038417 -0.251 0.442 -0.086 0.505
Cl 7.330951 -3.097120 -0.376137 0.444 -0.248 0.404 0.503
Cl 8.701050 -1.939520 1.914738 -0.117 -0.411 -0.151 0.510
C 6.448981 1.285037 2.972699 0.049 -0.010 0.154 -1.977
Cl 5.862768 0.207071 1.680770 0.416 0.871 0.722 0.444
Cl 5.274663 2.600704 3.226914 0.523 -0.671 -0.122 0.479
Cl 6.636339 0.356311 4.481647 -0.028 0.189 -0.340 0.516
Cl 8.022161 1.975999 2.501388 -0.331 -0.183 0.084 0.516
C 1.585462 3.954435 3.635952 -0.106 -0.058 0.023 -2.000
Cl 0.999249 2.876470 2.344023 0.147 0.246 0.312 0.504
Cl 0.411144 5.270103 3.890167 0.290 -0.330 -0.072 0.514
Cl 1.772820 3.025709 5.144901 -0.025 0.229 -0.388 0.515
Cl 3.158641 4.645397 3.164642 -0.652 0.208 0.101 0.478
C 6.969589 2.104778 -5.108901 -0.001 0.088 0.039 -2.012
Cl 7.753307 2.487005 -3.555058 -0.208 -0.117 -0.386 0.511
Cl 7.975565 2.714215 -6.447270 -0.256 -0.171 0.334 0.513
Cl 6.783609 0.339392 -5.261823 0.091 0.393 -0.033 0.489
Cl 5.365884 2.878524 -5.171356 0.389 -0.212 0.024 0.507
C -5.268919 -0.094960 6.914837 -0.012 -0.009 -0.018 -2.004
Cl -5.761167 -1.411210 8.010243 0.123 0.320 -0.262 0.516
Cl -5.762335 1.470483 7.608062 0.099 -0.391 -0.140 0.503
Cl -3.499142 -0.122790 6.710699 -0.415 -0.015 0.078 0.498
Cl -6.053065 -0.316412 5.330372 0.019 0.004 0.568 0.493
C 8.492185 -8.287495 3.003376 -0.045 0.033 0.165 -1.995
Cl 9.552179 -8.389903 1.574858 -0.243 0.035 0.318 0.506
Cl 7.140821 -9.434736 2.823694 0.327 0.259 0.028 0.513
Cl 9.425531 -8.693463 4.465777 -0.188 0.058 -0.336 0.511
Cl 7.850272 -6.631848 3.149105 0.289 -1.113 0.112 0.451
C -4.837522 6.406416 -4.190503 0.015 0.020 -0.008 -2.000
Cl -4.827181 8.186710 -4.118504 -0.008 -0.434 -0.014 0.514
Cl -5.751773 5.875289 -5.624616 0.230 0.113 0.355 0.514
Cl -3.163203 5.806662 -4.297807 -0.380 0.390 -0.038 0.533
Cl -5.607929 5.757094 -2.721044 0.197 0.128 -0.345 0.516
```
Positions in Å, forces in eV/Å.

Summary:
* HOMO-LUMO gap: 9.908 eV
* highest occupied orbital energy: -10.0 eV
* net charge: 0

***

(3)
C38H32NP2SiSr | wB97M-V/def2-TZVPD

XYZ file:
```
75
Properties=species:S:1:pos:R:3:forces:R:3:lowdin_charge:R:1
Sr -2.019710 -1.864299 -1.219754 0.126 0.398 -0.487 0.971
C -2.721404 -1.766014 2.923868 0.075 0.057 0.100 -0.260
Si -1.419322 -1.480303 1.575266 -0.294 -0.230 0.350 0.473
C -0.787818 0.276234 1.957114 0.031 0.057 0.021 -0.324
C -0.221299 0.492345 3.221212 -0.039 0.057 -0.059 -0.104
C 0.197469 1.742061 3.633255 -0.016 0.010 -0.050 -0.069
C 0.054351 2.830721 2.779306 0.034 -0.012 0.083 -0.067
C -0.508060 2.650188 1.533345 0.028 -0.027 -0.066 -0.086
C -0.918733 1.381381 1.107947 -0.021 0.179 -0.067 -0.383
P -1.732740 1.200313 -0.524254 0.192 -0.429 0.052 1.002
C -0.659029 1.927684 -1.806731 -0.002 0.174 -0.035 -0.378
C -0.287835 1.108328 -2.867454 -0.088 -0.154 -0.047 -0.149
C 0.495604 1.573529 -3.914417 -0.005 0.059 0.037 -0.082
C 0.924759 2.890416 -3.906039 -0.019 -0.026 0.038 -0.066
C 0.552849 3.731051 -2.862669 0.027 -0.022 -0.050 -0.061
C -0.238346 3.258345 -1.831357 -0.024 -0.012 0.037 -0.080
C -3.122418 2.368129 -0.417739 -0.075 -0.039 0.047 -0.381
C -3.594034 3.031597 -1.547842 -0.019 0.009 -0.062 -0.097
C -4.722170 3.834638 -1.469567 -0.007 -0.010 0.017 -0.077
C -5.396946 3.974447 -0.265546 0.001 -0.007 0.010 -0.080
C -4.940802 3.306347 0.862134 0.017 -0.012 -0.032 -0.074
C -3.811655 2.504820 0.787277 0.002 0.027 0.007 -0.090
C 0.023295 -2.666468 1.958801 0.073 -0.006 -0.066 -0.334
C 0.011779 -3.445461 3.118302 0.102 -0.018 -0.002 -0.097
C 0.989020 -4.397976 3.377517 -0.061 0.065 -0.012 -0.070
C 2.016262 -4.594485 2.471107 0.040 -0.035 0.030 -0.071
C 2.060920 -3.836731 1.312087 0.090 -0.033 -0.011 -0.081
C 1.080019 -2.886382 1.048466 0.027 0.051 -0.085 -0.399
P 1.165133 -1.902336 -0.498182 -0.374 -0.037 0.131 1.011
C 2.038938 -0.380962 -0.013355 0.104 -0.028 -0.028 -0.377
C 2.383206 0.532759 -1.008361 -0.009 -0.029 -0.094 -0.115
C 3.057057 1.698552 -0.692938 0.010 0.033 0.096 -0.069
C 3.389917 1.968992 0.629362 -0.019 -0.021 -0.068 -0.068
C 3.060533 1.061123 1.621993 -0.023 -0.012 -0.002 -0.068
C 2.392773 -0.113666 1.303529 -0.016 0.006 0.020 -0.079
C 2.389827 -2.779076 -1.519604 0.050 -0.004 -0.044 -0.397
C 3.756596 -2.519107 -1.454082 0.008 0.027 -0.008 -0.084
C 4.645558 -3.249626 -2.227992 -0.011 -0.010 -0.012 -0.064
C 4.182830 -4.249735 -3.070650 -0.051 -0.003 0.012 -0.071
C 2.823092 -4.518621 -3.143382 0.059 0.019 0.004 -0.077
C 1.937456 -3.780118 -2.376076 -0.102 0.006 -0.007 -0.115
H -2.357637 -1.598310 3.938312 0.061 0.034 0.097 0.023
H -3.134161 -2.774584 2.883011 -0.030 -0.054 -0.032 0.020
H -3.542239 -1.063581 2.763660 -0.057 0.003 -0.010 0.014
H -0.106438 -0.347205 3.895670 0.005 -0.076 0.061 0.105
H 0.627702 1.873548 4.616738 0.025 0.018 0.044 0.110
H 0.371257 3.816384 3.090346 0.009 0.043 0.023 0.109
H -0.645253 3.512721 0.895616 -0.010 -0.013 0.019 0.091
H -0.608336 0.065561 -2.887994 0.049 0.109 0.004 0.057
H 0.769311 0.913147 -4.725345 0.010 -0.025 -0.033 0.111
H 1.536034 3.266685 -4.713786 0.030 0.019 -0.037 0.110
H 0.873108 4.763156 -2.861459 0.016 0.053 -0.004 0.112
H -0.544979 3.939964 -1.050558 -0.001 0.009 -0.020 0.099
H -3.075248 2.935755 -2.494279 0.017 -0.005 0.007 0.105
H -5.069862 4.357001 -2.349858 -0.013 0.024 -0.034 0.107
H -6.269875 4.608874 -0.203693 -0.034 0.023 -0.001 0.106
H -5.455966 3.417115 1.806315 -0.023 0.009 0.028 0.108
H -3.453176 2.002271 1.677203 0.017 -0.018 0.012 0.106
H -0.781135 -3.308545 3.839496 -0.085 0.003 0.067 0.090
H 0.944500 -4.983369 4.285690 -0.001 -0.026 0.036 0.107
H 2.784119 -5.331734 2.661401 0.014 -0.027 0.010 0.108
H 2.869851 -3.994075 0.610041 -0.012 -0.014 0.013 0.100
H 2.140649 0.327168 -2.043903 0.005 -0.019 0.023 0.095
H 3.319946 2.395855 -1.475727 0.017 0.035 -0.045 0.105
H 3.910663 2.881924 0.881674 0.028 0.044 0.008 0.107
H 3.321827 1.263097 2.651496 0.012 0.007 0.036 0.111
H 2.140456 -0.817030 2.085768 0.015 -0.009 0.010 0.106
H 4.130037 -1.744137 -0.797311 -0.010 0.016 0.018 0.111
H 5.703808 -3.038314 -2.169970 0.049 0.009 0.004 0.110
H 4.878800 -4.817126 -3.671531 0.035 -0.026 -0.028 0.108
H 2.455405 -5.295031 -3.799477 -0.008 -0.029 -0.022 0.106
H 0.873970 -3.995084 -2.442274 0.021 0.001 0.015 0.086
N -5.754029 -0.753665 -1.120700 -0.095 0.290 -0.144 0.130
C -4.663150 -0.725794 -1.495993 0.168 -0.431 0.104 -0.087
H -6.716899 -0.665240 -0.862439 -0.047 0.005 0.072 0.105
```
Positions in Å, forces in eV/Å.

Summary:
* HOMO-LUMO gap: 6.025 eV
* highest occupied orbital energy: -9.3 eV
* net charge: +1
* relative energy (zero: lowest compared OMol25 entry of this formula, charge and spin): 2.2 kcal per mole